# C6H8N2

C6H8N2 as an isolated structure (the ωB97M-V functional and the def2-TZVPD basis, the OMol25 dataset).

Calculated values
Electronic energy, Ha: -342.85638
F_max, eV/Å: 5.5
HOMO-LUMO gap, eV: 10.476
Total charge: 0
LUMO level, eV: 0.78
HOMO energy, eV: -9.70
Molar mass, Da: 108.14

Cartesian coordinates (Å):
C  -1.0533  1.5146  0.0628
C  -0.2504  0.3356  -0.0585
C  -0.3723  -0.5931  1.1609
C  0.6925  -1.6723  0.6187
C  -0.1977  -0.6575  -1.2469
C  1.2688  0.2866  -0.2812
H  -1.3813  -0.9322  1.2644
H  -0.0698  -0.1246  2.0854
H  0.1339  -2.6075  0.4651
H  1.5406  -1.7202  1.2579
H  -0.0926  -0.1049  -2.1916
H  -0.9973  -1.4266  -1.3413
H  1.9611  0.3573  0.5825
H  1.5673  0.9585  -1.0181
N  -1.5029  2.5790  0.3599
N  1.0474  -1.1052  -0.7370

Results of the natural (NBO) charge analysis, in e, for atoms 1 through 8: C 0.289; C -0.207; C -0.397; C -0.242; C -0.201; C -0.199; H 0.212; H 0.217

***

# C6H8N2

C6H8N2 as an isolated structure (the ωB97M-V functional and the def2-TZVPD basis, the OMol25 dataset).

Calculated values
Electronic energy, Ha: -342.73527
F_max, eV/Å: 7.0
HOMO-LUMO gap, eV: 10.010
Total charge: 0
LUMO level, eV: 0.91
HOMO energy, eV: -9.10
Molar mass, Da: 108.14

Cartesian coordinates (Å):
C  -1.3987  0.8865  -0.0092
C  0.0420  1.1912  0.2240
C  0.8015  0.3516  -0.8648
C  0.4630  0.0580  1.0672
C  -0.3039  -1.1172  0.6015
C  -0.0264  -0.8694  -0.7931
H  -2.2355  0.9847  0.7256
H  -1.5468  1.4286  -0.9081
H  0.0817  2.4134  0.3549
H  1.1312  0.9079  -1.8644
H  2.3196  0.6266  0.0965
H  0.7995  0.0238  2.1708
H  -0.5083  -2.0725  1.2427
H  0.4189  -1.7659  -1.3554
N  1.7587  -0.1598  0.0404
N  -1.4625  -0.6332  -0.3000

Results of the natural (NBO) charge analysis, in e, for atoms 1 through 8: C -0.264; C -0.280; C -0.094; C -0.085; C -0.141; C -0.105; H 0.220; H 0.193

***

# C6H8N2O

One molecule with the formula C6H8N2O (the ωB97M-V functional and the def2-TZVPD basis, the OMol25 dataset).

Calculated values
Electronic energy, Ha: -418.10001
SMILES: O[C@H]1CCc2c[nH]nc21
F_max, eV/Å: 5.8
HOMO-LUMO gap, eV: 9.883
Total charge: 0
LUMO level, eV: 0.94
HOMO energy, eV: -8.94
Molar mass, Da: 124.14

Cartesian coordinates (Å):
O  1.6680  0.4834  1.8365
C  0.9525  -0.4633  1.0950
C  -0.5039  -0.6030  1.5150
C  -1.3519  0.2740  0.6287
C  -0.6675  0.3063  -0.7121
C  -0.8181  0.5186  -2.0403
N  0.3550  0.3260  -2.5928
N  1.3290  0.1326  -1.7089
C  0.7241  0.0955  -0.5898
H  2.6006  0.1856  2.0288
H  1.6040  -1.3320  1.0629
H  -0.5325  -0.3765  2.5638
H  -0.7844  -1.6861  1.4199
H  -1.4492  1.1983  1.1520
H  -2.2586  -0.1518  0.5276
H  -1.6364  0.6223  -2.7098
H  0.7692  0.4703  -3.4764

Results of the natural (NBO) charge analysis, in e, for atoms 1 through 8: O -0.729; C 0.136; C -0.427; C -0.408; C -0.171; C -0.046; N -0.331; N -0.302

***

# C6H8N2O

C6H8N2O as an isolated structure (the ωB97M-V functional and the def2-TZVPD basis, the OMol25 dataset).

Calculated values
Electronic energy, Ha: -418.06939
F_max, eV/Å: 5.2
HOMO-LUMO gap (alpha / beta), eV: 8.303 / 8.304
Total charge: 0
LUMO level (alpha / beta), eV: 0.68 / 0.68
HOMO energy (alpha / beta), eV: -7.63 / -7.63
Molar mass, Da: 124.14

Cartesian coordinates (Å):
C  -0.1083  -1.9917  -1.0046
C  -0.6628  -1.1021  -1.8049
C  -1.2986  1.2171  -0.2026
C  0.8701  -1.3983  -0.0319
C  0.6537  0.0892  -0.3432
C  0.0675  1.5810  1.8279
N  -0.3172  0.1634  -1.5363
N  -0.1896  1.0741  0.4936
O  -2.3264  1.7883  -0.1891
H  -0.2400  -3.0448  -1.0968
H  -1.3648  -1.3580  -2.5956
H  0.8833  -1.6698  0.9247
H  1.9274  -1.5439  -0.3945
H  1.5617  0.6490  -0.4969
H  -0.0636  0.9768  2.6836
H  1.1160  1.9470  1.7568
H  -0.5082  2.6226  2.0098

Results of the natural (NBO) charge analysis, in e, for atoms 1 through 8: C -0.287; C -0.022; C 0.893; C -0.463; C 0.139; C -0.425; N -0.527; N -0.476

***

# C6H8N2O

One molecule with the formula C6H8N2O (the ωB97M-V functional and the def2-TZVPD basis, the OMol25 dataset).

Calculated values
Electronic energy, Ha: -418.16104
SMILES: CC1(C)C(=O)N[C@@H]1C#N
F_max, eV/Å: 2.8
HOMO-LUMO gap, eV: 10.837
Total charge: 0
LUMO level, eV: 0.64
HOMO energy, eV: -10.20
Molar mass, Da: 124.14

Cartesian coordinates (Å):
C  0.0408  -1.5087  -1.0164
C  0.1044  -0.3724  -0.0048
C  -0.2636  -0.8271  1.3968
C  1.4123  0.4322  -0.1225
O  2.5629  0.2378  0.1461
N  0.7666  1.4976  -0.6665
C  -0.5823  0.9302  -0.5297
C  -1.2793  1.7791  0.4072
N  -1.5488  2.6527  1.1017
H  0.3125  -1.1597  -2.0110
H  -0.9638  -1.9294  -1.0562
H  0.7391  -2.2900  -0.7240
H  -0.2345  0.0059  2.0977
H  0.4486  -1.5803  1.7262
H  -1.2637  -1.2591  1.4102
H  0.8993  2.5472  -0.6925
H  -1.1504  0.8440  -1.4624

Results of the natural (NBO) charge analysis, in e, for atoms 1 through 8: C -0.600; C -0.107; C -0.610; C 0.685; O -0.562; N -0.600; C -0.154; C 0.255

***

# C6H8N2O2

One molecule with the formula C6H8N2O2 (the ωB97M-V functional and the def2-TZVPD basis, the OMol25 dataset).

Calculated values
Electronic energy, Ha: -493.22354
SMILES: O=c1ccc(CCO)n[nH]1
F_max, eV/Å: 16.7
HOMO-LUMO gap, eV: 9.670
Total charge: 0
LUMO level, eV: 0.49
HOMO energy, eV: -9.18
Molar mass, Da: 140.14

Cartesian coordinates (Å):
O  -0.2511  3.6629  1.4067
C  -0.0138  2.6027  1.0285
C  0.5241  1.3049  1.6289
C  0.6418  0.2366  1.0865
C  0.4313  0.1228  -0.3569
C  0.5966  -1.1878  -1.0173
C  -0.4175  -2.1501  -0.7013
O  -1.7732  -1.8340  -1.2560
N  0.0471  1.1676  -1.0290
N  -0.1015  2.3179  -0.3152
H  0.7299  1.7756  2.7464
H  0.9564  -0.6005  1.6946
H  1.4696  -1.6141  -0.7011
H  0.4499  -0.9603  -2.1484
H  -0.1412  -2.9377  -1.0430
H  -0.3257  -2.2220  0.6299
H  -2.4597  -2.5796  -0.6513
H  -0.3631  2.8952  -1.0020

Results of the natural (NBO) charge analysis, in e, for atoms 1 through 8: O -0.569; C 0.627; C -0.221; C -0.271; C 0.187; C -0.475; C 0.043; O -0.718

***

# C6H8N2O2

A 2-piece molecular cluster, C6H8N2O2 overall (the ωB97M-V functional and the def2-TZVPD basis, the OMol25 dataset).

Calculated values
Electronic energy, Ha: -493.17811
SMILES: O=NC1=CCC=CC1.N=O
F_max, eV/Å: 4.1
HOMO-LUMO gap (alpha / beta), eV: 7.151 / 7.150
Total charge: 0
LUMO level (alpha / beta), eV: -1.14 / -1.14
HOMO energy (alpha / beta), eV: -8.29 / -8.29
Molar mass, Da: 140.14

Cartesian coordinates (Å):
O  -3.1907  -1.1882  0.5510
N  -2.3855  -0.3638  0.1354
C  -1.0389  -0.4379  0.0626
C  -0.3032  -1.5379  0.3529
C  1.1795  -1.5403  0.3378
C  1.7687  -0.1706  0.1860
C  1.0551  0.9018  -0.1095
C  -0.4231  0.8781  -0.3296
H  -0.8033  -2.4583  0.6257
H  1.5295  -2.1835  -0.4820
H  1.5499  -2.0085  1.2576
H  2.8365  -0.0970  0.3351
H  1.5283  1.8685  -0.2072
H  -0.9033  1.6740  0.2490
H  -0.6431  1.0840  -1.3836
N  -3.9871  1.3044  0.5388
O  -4.6410  0.3109  0.8335
H  -4.1216  1.6266  -0.4428

Results of the natural (NBO) charge analysis, in e, for atoms 1 through 8: O -0.237; N 0.095; C 0.019; C -0.019; C -0.498; C -0.186; C -0.166; C -0.471

***

# C6H8N2O2

A 2-piece molecular cluster, C6H8N2O2 overall (the ωB97M-V functional and the def2-TZVPD basis, the OMol25 dataset).

Calculated values
Electronic energy, Ha: -493.33653
SMILES: O=c1cc[nH]c(=O)[nH]1.C=C
F_max, eV/Å: 5.3
HOMO-LUMO gap, eV: 9.420
Total charge: 0
LUMO level, eV: 0.24
HOMO energy, eV: -9.18
Molar mass, Da: 140.14

Cartesian coordinates (Å):
O  -2.5886  2.2233  -0.3448
C  -1.9480  1.2579  -0.2232
C  -0.5860  1.2456  0.3362
C  -0.1137  0.0425  0.7598
N  -0.8025  -1.1085  0.5702
C  -2.0323  -1.2075  -0.1755
O  -2.5004  -2.2284  -0.5624
N  -2.6872  0.0359  -0.1801
H  -0.0183  2.0661  0.5830
H  0.7908  0.0183  1.5293
H  -0.6512  -2.2045  0.8221
H  -3.5561  0.1009  -0.7898
C  2.2813  -0.2278  0.0184
C  3.2712  0.1293  -0.7673
H  1.6345  0.5712  0.5146
H  2.1423  -1.2707  0.2489
H  3.5469  1.1603  -1.0263
H  3.8173  -0.6039  -1.3132

Results of the natural (NBO) charge analysis, in e, for atoms 1 through 8: O -0.564; C 0.649; C -0.435; C 0.086; N -0.661; C 0.797; O -0.583; N -0.658